[1]
75
Properties=species:S:1:pos:R:3:forces:R:3 method="wB97M-V/def2-TZVPD" charge=+1 s_squared=8.77 spin_multiplicity=6 homo_energy_ha="-0.2907 / -0.4009" energy_ev=-71234.536 orbital_gap_ev="5.44 / 6.27" max_force_ev_per_a=2.55 e_lumo_ev="-2.47 / -4.64"
C -1.396 -0.752 4.967 -0.6725 -0.0164 0.1339
C -2.063 -0.130 3.869 -0.8370 -1.2336 0.3900
C -2.091 -1.082 2.783 -1.0284 -0.3424 1.2026
H -2.534 0.842 3.866 0.0200 -0.0401 0.0462
C -1.344 -2.245 3.195 -1.0176 -0.2375 1.0208
C -0.939 -2.032 4.561 -0.7352 -0.3359 -0.4210
H -0.412 -2.742 5.188 -0.0124 0.1284 -0.1621
H -1.262 -0.316 5.948 0.1058 0.0095 -0.1274
H -2.645 -0.974 1.869 0.0252 -0.0657 -0.0440
H -1.179 -3.136 2.605 -0.0920 0.1009 0.0784
Ru -0.068 -0.473 2.922 2.0518 1.3625 -0.2147
Si 0.236 -0.040 -2.776 -0.2818 0.2055 0.0801
C 0.571 1.498 -3.788 0.3792 0.3230 0.1192
C 1.777 1.782 -4.457 -0.1033 0.3056 -0.0799
H 2.661 1.158 -4.286 -0.3227 0.2292 -0.0991
C 1.856 2.869 -5.341 0.0602 -0.1532 0.1375
H 2.810 3.131 -5.815 -0.4136 -0.2228 0.1637
C 0.715 3.625 -5.626 0.2069 -0.1808 0.1077
H 0.761 4.445 -6.342 0.0271 -0.2157 0.1329
C -0.482 3.335 -4.982 -0.0490 0.0969 0.1492
H -1.382 3.900 -5.220 0.1946 -0.0280 0.1083
C -0.534 2.325 -4.024 -0.0298 -0.0344 -0.2944
H -1.460 2.158 -3.473 0.1575 -0.0414 -0.2534
C 0.665 -1.492 -3.891 0.7284 -0.7298 0.4089
C 0.054 -1.537 -5.158 0.2038 -0.1792 -0.0863
H -0.696 -0.794 -5.434 0.2451 -0.0553 0.0632
C 0.389 -2.528 -6.090 0.0243 -0.0922 0.3116
H -0.073 -2.528 -7.083 0.1562 0.0206 0.4466
C 1.298 -3.536 -5.743 0.0474 0.2176 0.4316
H 1.542 -4.326 -6.462 -0.0762 0.3608 0.3394
C 1.883 -3.535 -4.463 -0.1956 0.0651 -0.0992
H 2.572 -4.345 -4.187 -0.3063 0.4702 -0.1047
C 1.576 -2.512 -3.546 -0.1247 -0.0801 -0.5410
H 2.044 -2.505 -2.555 -0.1268 -0.0613 -0.3975
H -1.232 -0.088 -2.791 -0.2368 0.1315 0.4806
Si 0.247 0.213 0.702 -1.3605 0.7191 -1.5037
C -0.524 -1.455 0.207 1.0900 0.4409 -0.3934
C -1.789 -1.438 -0.389 -0.1286 -0.3136 0.1207
H -2.345 -0.499 -0.450 0.0894 -0.3986 -0.0547
C -2.309 -2.615 -0.921 0.0338 0.1061 -0.0301
H -3.291 -2.593 -1.380 0.0756 -0.0595 -0.0224
C -1.566 -3.797 -0.902 0.0736 0.2107 0.0579
H -1.955 -4.699 -1.378 0.0976 0.2694 0.2718
C -0.303 -3.800 -0.309 0.2223 -0.0373 0.1018
H 0.269 -4.724 -0.273 -0.0329 0.1387 -0.0855
C 0.235 -2.631 0.236 -0.4976 -0.1991 -0.0642
H 1.234 -2.611 0.683 -0.2516 -0.1480 -0.2084
C -0.816 1.709 0.259 0.6898 -0.1295 -0.1927
C -2.120 1.838 0.738 -0.4369 0.2751 0.0630
H -2.520 1.100 1.433 0.0545 0.2331 -0.1942
C -2.929 2.911 0.342 0.1889 -0.1789 0.0174
H -3.941 3.011 0.746 0.3673 -0.0401 -0.1915
C -2.439 3.831 -0.585 0.1640 -0.1255 -0.1248
H -3.072 4.639 -0.946 0.1103 -0.1677 0.1281
C -1.134 3.709 -1.079 -0.0390 0.0581 0.2146
H -0.776 4.405 -1.845 -0.0506 -0.2215 0.4058
C -0.306 2.688 -0.611 -0.2369 0.0222 -0.1402
H 0.730 2.619 -0.953 -0.3305 0.0387 -0.0227
H 0.648 -0.002 -1.184 0.1072 -0.0899 -2.5423
Cl 2.250 0.629 0.772 0.5025 -0.0790 -0.2944
O 1.861 -1.463 3.470 0.8957 -0.5901 0.6690
C 2.384 -1.134 4.789 0.1928 -0.7051 -0.7114
C 1.959 0.259 5.142 -0.6594 0.4674 -0.3193
C 2.491 0.908 6.254 -0.0688 -0.5105 -0.2118
C 2.088 2.197 6.533 -0.4873 -0.0940 -0.1887
C 1.100 2.772 5.728 -0.2900 0.0271 -0.0112
C 0.520 2.027 4.710 0.8646 -0.2694 -0.1985
N 0.996 0.801 4.371 0.4393 0.8426 1.7703
H 1.980 -2.408 3.262 0.0718 0.4677 0.3141
H 1.993 -1.864 5.513 0.1911 0.2637 -0.0310
H 3.478 -1.190 4.736 -0.2040 -0.0663 0.1918
H 3.158 0.347 6.902 0.1312 0.2778 -0.1108
H 2.473 2.710 7.405 0.0479 0.1185 -0.1178
H 0.739 3.778 5.924 0.0303 -0.1757 0.0009
H -0.316 2.397 4.107 0.3708 -0.0589 0.2107

[2]
75
Properties=species:S:1:pos:R:3:forces:R:3 method="wB97M-V/def2-TZVPD" charge=0 homo_energy_ha="-0.1510 / -0.1511" energy_ev=-69495.212 orbital_gap_ev="3.52 / 3.52" max_force_ev_per_a=1.92 e_lumo_ev="-0.59 / -0.59"
C -1.341 -0.875 5.153 -0.4342 -0.3641 -0.1255
C -1.850 -0.172 4.028 -0.3252 -0.5333 -0.3046
C -1.958 -1.108 2.943 -0.1335 0.1578 0.1923
H -2.254 0.849 4.023 0.3922 -0.4812 0.0034
C -1.530 -2.381 3.421 0.3332 0.4511 -0.5641
C -1.153 -2.243 4.780 0.3856 0.4555 -0.0605
H -0.738 -3.037 5.408 -0.3168 0.2678 -0.1422
H -1.263 -0.479 6.164 0.1081 -0.0451 -0.2603
H -2.381 -0.897 1.939 0.5208 -0.2939 0.9070
H -1.432 -3.271 2.785 -0.1921 0.3644 0.4534
Sr 0.826 -0.706 3.387 -1.2443 -0.4995 -0.2998
Si 0.915 -0.076 -3.101 0.5468 -0.8226 -0.4371
C 0.914 1.446 -4.225 -0.7232 0.5297 -0.1871
C 1.956 1.928 -5.052 -0.5873 0.3558 -0.0291
H 2.968 1.516 -4.990 -0.4284 0.0160 -0.0127
C 1.708 2.957 -5.982 0.1351 0.1130 0.0545
H 2.501 3.301 -6.647 -0.0479 -0.2108 0.2331
C 0.470 3.611 -6.060 -0.0532 -0.3625 0.6334
H 0.295 4.462 -6.746 0.2205 -0.6725 0.4925
C -0.542 3.168 -5.199 -0.1005 -0.0400 -0.1680
H -1.492 3.711 -5.183 0.1837 -0.3679 -0.0989
C -0.362 2.051 -4.360 0.1746 0.5242 -0.3975
H -1.251 1.680 -3.809 0.9041 0.2536 -0.2592
C 1.187 -1.493 -4.350 1.4195 0.3142 -1.2537
C 0.465 -1.379 -5.565 -0.2083 -0.8746 0.0733
H 0.088 -0.414 -5.952 -0.2052 -0.5945 0.7625
C 0.246 -2.522 -6.355 0.0898 0.4295 0.0973
H -0.474 -2.482 -7.166 0.1872 0.1202 -0.1557
C 0.911 -3.710 -6.090 0.1797 0.3424 0.5399
H 0.720 -4.598 -6.691 0.0819 0.1638 0.1978
C 1.877 -3.708 -5.075 0.0626 0.0055 -0.1138
H 2.455 -4.609 -4.930 0.2531 0.0088 0.0163
C 2.079 -2.600 -4.243 -1.1150 0.1849 -0.2345
H 2.935 -2.576 -3.551 -0.7942 -0.1728 0.0470
H -0.519 -0.365 -2.747 0.6219 0.4616 -0.4232
Si 0.192 0.287 -0.259 -1.0764 0.0085 -0.7831
C -0.562 -1.407 -0.364 0.2796 1.3715 0.0506
C -1.760 -1.442 -1.169 0.0598 -0.7375 0.7228
H -2.146 -0.546 -1.699 0.2454 -0.6397 0.8388
C -2.459 -2.644 -1.241 0.5444 0.2159 0.1287
H -3.438 -2.672 -1.722 0.3103 -0.1155 -0.0222
C -1.923 -3.794 -0.639 -0.0596 -0.2501 0.6927
H -2.531 -4.702 -0.580 0.2951 0.2545 -0.1787
C -0.670 -3.773 0.002 -0.1125 -0.1585 -0.3292
H -0.288 -4.670 0.507 -0.1725 0.2474 -0.4789
C 0.079 -2.596 0.059 -1.0897 0.1213 -0.0242
H 1.092 -2.588 0.486 -0.4766 0.0828 0.0023
C -0.946 1.765 -0.292 -0.5473 -0.5662 0.3619
C -2.261 1.677 0.263 0.7303 0.7243 -0.7126
H -2.539 0.903 0.996 0.4015 0.4974 -0.3949
C -3.221 2.601 -0.154 0.3327 -0.1103 -0.0352
H -4.185 2.605 0.348 -0.0164 0.0757 -0.3192
C -2.908 3.510 -1.167 0.2063 0.1320 0.1769
H -3.641 4.252 -1.458 -0.0846 -0.1108 -0.1414
C -1.633 3.557 -1.751 0.3212 0.2055 0.2986
H -1.394 4.266 -2.543 -0.2804 -0.0327 0.1665
C -0.615 2.720 -1.305 -0.7903 -0.2714 1.2571
H 0.423 2.779 -1.691 -0.9631 -0.1445 0.1358
H 1.616 -0.014 -1.733 0.6251 -0.2686 -1.5947
Cl 1.837 0.464 1.035 1.0561 -0.1087 0.4815
O 1.327 1.705 3.710 0.1299 0.9561 0.9951
C 1.743 2.312 4.960 0.1393 0.4074 -0.3359
C 1.912 1.301 6.069 -0.1160 -1.6928 0.0465
C 2.360 1.621 7.356 -0.3246 0.0954 -0.3361
C 2.458 0.632 8.359 -0.0852 0.8358 -0.9670
C 2.076 -0.674 8.019 0.0165 0.2453 -0.1162
C 1.659 -0.930 6.699 0.4792 0.4852 0.5160
N 1.612 0.031 5.738 0.1649 -0.6516 1.1367
H 1.140 2.413 3.060 0.1637 -0.5636 0.3919
H 1.023 3.073 5.283 -0.0184 -0.1215 -0.1102
H 2.704 2.811 4.798 -0.0460 0.0435 0.0120
H 2.573 2.682 7.486 0.1784 -0.3247 0.5632
H 2.829 0.937 9.351 -0.3240 -0.4537 -0.5538
H 2.110 -1.462 8.784 -0.0711 0.3063 -0.6057
H 1.375 -1.967 6.438 0.0840 0.8260 -0.1123

[3]
85
Properties=species:S:1:pos:R:3:forces:R:3 method="wB97M-V/def2-TZVPD" charge=0 s_squared=0.78 spin_multiplicity=2 homo_energy_ha="-0.2791 / -0.2791" energy_ev=-103688.076 orbital_gap_ev="6.97 / 5.75" max_force_ev_per_a=0.41 e_lumo_ev="-0.62 / -1.85"
Y 0.722 -0.800 1.669 0.1517 -0.3317 0.1768
C -1.830 4.216 1.255 -0.0162 -0.0839 0.0606
N -0.694 3.309 1.403 0.0242 0.0667 -0.0714
C -0.551 2.386 0.293 0.0053 -0.0184 0.0247
C -1.719 1.423 0.134 0.0181 0.0031 -0.0046
N -1.738 0.293 1.090 0.0460 0.0325 0.0722
C -2.287 0.738 2.404 -0.0182 -0.0070 -0.0477
C -2.603 -0.780 0.604 0.0160 0.0060 -0.0390
C -3.709 -0.492 -0.193 -0.0108 -0.0060 0.0021
C -4.529 -1.495 -0.681 0.0006 -0.0135 0.0137
C -4.241 -2.816 -0.371 -0.0029 0.0102 -0.0029
C -3.175 -3.108 0.460 0.0067 -0.0117 0.0103
C -2.357 -2.105 0.995 0.0193 0.0020 -0.0137
S -1.136 -2.577 2.174 -0.0249 -0.0297 -0.0310
C 0.457 3.791 2.012 -0.0757 -0.0309 0.0632
C 1.692 3.766 1.355 0.0658 -0.0064 -0.0058
C 2.846 4.221 1.978 -0.0127 -0.0299 -0.0429
C 2.806 4.726 3.274 -0.0140 0.0073 0.0316
C 1.600 4.768 3.936 0.0329 0.0010 0.0041
C 0.408 4.285 3.354 -0.0118 -0.0297 -0.0007
S -0.988 4.177 4.326 -0.0072 0.0109 -0.0471
H -1.908 4.546 0.210 -0.0003 -0.0151 0.0055
H -1.699 5.088 1.885 0.0263 0.0259 0.0084
H -2.766 3.738 1.546 -0.0054 0.0053 0.0147
H 0.371 1.813 0.414 0.0022 0.0127 0.0019
H -0.448 2.931 -0.660 -0.0019 -0.0191 -0.0138
H -2.656 1.987 0.181 -0.0012 0.0033 0.0137
H -1.651 1.003 -0.868 -0.0159 0.0213 0.0107
H -3.327 1.055 2.271 0.0030 0.0065 0.0020
H -1.705 1.564 2.799 0.0211 0.0216 0.0053
H -2.256 -0.096 3.103 0.0050 -0.0017 0.0005
H -3.933 0.531 -0.462 -0.0032 -0.0070 0.0077
H -5.377 -1.243 -1.304 -0.0007 -0.0024 0.0016
H -4.856 -3.619 -0.758 0.0014 -0.0028 -0.0003
H -2.958 -4.133 0.734 -0.0010 -0.0031 -0.0022
H 1.748 3.434 0.325 -0.0025 -0.0051 0.0153
H 3.782 4.200 1.433 0.0022 -0.0030 0.0028
H 3.707 5.076 3.757 0.0051 -0.0019 0.0001
H 1.539 5.136 4.951 -0.0013 0.0036 0.0008
O 2.889 0.781 1.699 -0.1406 -0.0145 -0.0156
N 2.483 0.487 0.372 0.0869 0.1075 -0.1210
C 3.425 -0.129 -0.218 -0.0124 -0.0455 0.0167
C 3.349 -0.733 -1.551 0.0243 0.0356 0.0016
C 4.561 -0.716 -2.250 -0.0044 -0.0100 -0.0099
C 4.657 -1.225 -3.530 0.0011 -0.0006 0.0026
C 3.535 -1.788 -4.119 0.0029 0.0007 0.0026
C 2.342 -1.841 -3.420 -0.0090 0.0052 0.0119
C 2.219 -1.319 -2.133 0.0066 -0.0236 0.0023
P 0.585 -1.497 -1.291 0.0142 0.0517 0.0321
C -0.456 -0.544 -2.450 -0.0326 -0.0359 0.0006
C -1.787 -0.897 -2.660 -0.0018 0.0258 -0.0007
C -2.612 -0.088 -3.429 -0.0012 0.0125 -0.0018
C -2.126 1.089 -3.979 -0.0062 -0.0095 -0.0020
C -0.803 1.454 -3.763 0.0157 -0.0080 0.0052
C 0.028 0.640 -3.008 0.0182 0.0046 -0.0128
C 0.170 -3.245 -1.599 -0.0065 0.0072 -0.0237
C 0.500 -4.149 -0.590 0.0119 0.0040 -0.0187
C 0.219 -5.499 -0.747 0.0015 -0.0015 0.0015
C -0.393 -5.955 -1.904 -0.0014 0.0001 -0.0001
C -0.718 -5.060 -2.916 -0.0005 -0.0024 0.0017
C -0.436 -3.712 -2.766 -0.0049 -0.0137 0.0013
H 2.474 1.635 1.925 0.0400 0.0018 -0.0001
H 4.380 -0.199 0.301 0.0018 -0.0029 0.0025
H 5.436 -0.292 -1.772 -0.0002 0.0007 0.0011
H 5.600 -1.194 -4.058 -0.0006 -0.0013 -0.0020
H 3.591 -2.203 -5.117 -0.0009 0.0003 0.0004
H 1.483 -2.307 -3.883 -0.0132 -0.0106 -0.0074
H -2.193 -1.794 -2.208 -0.0009 0.0265 0.0069
H -3.644 -0.377 -3.583 0.0005 0.0033 0.0011
H -2.773 1.719 -4.575 0.0005 0.0003 0.0028
H -0.415 2.371 -4.189 0.0007 0.0002 0.0001
H 1.060 0.932 -2.853 0.0062 -0.0036 0.0039
H 0.975 -3.798 0.316 0.0088 0.0050 0.0164
H 0.471 -6.190 0.046 0.0017 -0.0009 -0.0002
H -0.621 -7.007 -2.020 -0.0004 -0.0009 0.0005
H -1.197 -5.411 -3.821 0.0022 -0.0006 -0.0007
H -0.707 -3.025 -3.558 0.0212 -0.0234 0.0012
F 2.194 -2.188 1.351 -0.1468 0.1550 -0.0401
F 0.542 0.910 3.241 -0.0377 0.1121 -0.0302
P 1.108 0.342 4.797 0.0104 0.0631 -0.0035
F 0.617 1.698 5.444 0.0037 -0.0230 0.0077
F 1.554 -1.014 3.915 -0.0497 0.0422 -0.0517
F 1.663 -0.280 6.128 0.0030 -0.0105 -0.0108
F 2.515 0.995 4.419 -0.0103 -0.0057 -0.0125
F -0.328 -0.316 4.977 -0.0263 0.0031 0.0139